<1>
ORCA calculation (ωB97M-V with the def2-TZVPD basis set) on 9 unconnected molecules or ions with the total composition C36H90O18.

ORCA input file:
```
! wB97M-V def2-TZVPD RIJCOSX def2/J DEFGRID3
* xyz 0 1
C 7.64463 -17.01625 -17.61788
O 8.43083 -15.82146 -17.36078
C 9.74512 -16.32685 -16.83605
C 10.73221 -15.10418 -16.64111
O 10.90572 -14.66993 -15.34443
C 12.01129 -13.88290 -15.25379
H 7.70217 -17.64471 -16.72915
H 8.08768 -17.67655 -18.36342
H 6.74408 -16.61505 -18.08280
H 10.22475 -17.12718 -17.39954
H 9.45380 -16.69715 -15.85314
H 10.48497 -14.28797 -17.31991
H 11.67848 -15.51967 -16.98761
H 12.93589 -14.43297 -15.42882
H 11.98137 -13.28741 -14.34132
H 12.02755 -13.07399 -15.98420
C 15.41896 -13.99607 -12.38509
O 15.18205 -12.89129 -13.27308
C 15.64334 -11.54786 -12.90423
C 17.10974 -11.44305 -12.65667
O 17.72703 -11.84820 -11.44690
C 19.13017 -11.84324 -11.57863
H 16.38656 -13.88024 -11.89678
H 15.46555 -14.94027 -12.92770
H 14.73691 -14.06846 -11.53795
H 15.04354 -11.18204 -12.07085
H 15.31201 -10.94502 -13.74975
H 17.46152 -10.44767 -12.92791
H 17.53448 -12.13619 -13.38278
H 19.36603 -12.73459 -12.15999
H 19.57719 -12.10745 -10.62027
H 19.51286 -10.93222 -12.03873
C 8.21978 -24.77320 -17.00624
O 8.06073 -23.36901 -17.05613
C 9.07898 -22.62834 -16.41736
C 8.98466 -21.10235 -16.74321
O 9.86975 -20.58699 -17.73666
C 9.36200 -20.69351 -19.07083
H 8.60877 -25.13018 -16.05265
H 8.72347 -25.23795 -17.85383
H 7.20395 -25.12201 -17.19200
H 10.06070 -22.84521 -16.83842
H 8.99179 -22.73946 -15.33654
H 9.22846 -20.68092 -15.76799
H 7.95244 -20.78889 -16.89936
H 8.32866 -20.36191 -19.17254
H 9.36085 -21.71645 -19.44726
H 9.99792 -20.14304 -19.76417
C 14.61043 -16.94124 -17.15694
O 13.54457 -17.70233 -17.42415
C 13.77358 -18.62628 -18.54542
C 15.00837 -19.60196 -18.33227
O 15.14089 -20.23209 -17.01416
C 14.02231 -20.77797 -16.46989
H 14.22109 -16.38603 -16.30356
H 14.86812 -16.17638 -17.88953
H 15.50559 -17.47988 -16.84607
H 13.78196 -17.99467 -19.43374
H 12.84161 -19.16622 -18.71275
H 15.89809 -19.08681 -18.69437
H 14.81021 -20.43441 -19.00744
H 13.63449 -21.55780 -17.12532
H 13.16568 -20.10414 -16.45389
H 14.24416 -21.14562 -15.46804
C 4.53616 -21.85928 -6.81301
O 3.77282 -22.91249 -7.39963
C 2.83390 -22.39231 -8.26732
C 3.49505 -22.17416 -9.62512
O 4.04679 -23.36831 -10.20975
C 4.81573 -22.95442 -11.33040
H 5.41500 -22.34049 -6.38385
H 4.00953 -21.39185 -5.98097
H 5.02764 -21.11978 -7.44521
H 2.55659 -21.41829 -7.86426
H 2.06840 -23.14241 -8.46602
H 4.15822 -21.32389 -9.46592
H 2.89611 -21.84686 -10.47497
H 4.51087 -22.08618 -11.91464
H 4.80510 -23.69377 -12.13126
H 5.87488 -22.97661 -11.07390
C 10.89604 -18.38237 -9.33692
O 9.64344 -18.98765 -8.94524
C 9.57270 -20.00419 -8.01569
C 8.24057 -19.88631 -7.29872
O 7.84145 -18.59387 -6.80275
C 6.46861 -18.71882 -6.28493
H 10.88743 -17.67126 -10.16297
H 11.56560 -19.19487 -9.61912
H 11.25270 -17.89259 -8.43084
H 10.39528 -19.79528 -7.33172
H 9.60264 -20.99047 -8.47881
H 8.41309 -20.51644 -6.42622
H 7.43258 -20.29934 -7.90259
H 5.96684 -17.86173 -5.83579
H 6.47471 -19.45707 -5.48302
H 5.87284 -19.09621 -7.11603
C 12.88954 -17.57058 -14.12029
O 12.01238 -18.34445 -13.35587
C 10.94323 -18.98370 -14.04135
C 10.08172 -19.60767 -12.93553
O 8.88731 -20.35014 -13.38070
C 8.21588 -21.23667 -12.43213
H 13.42100 -18.15093 -14.87451
H 13.56264 -17.20954 -13.34268
H 12.48380 -16.69926 -14.63439
H 11.15930 -19.70723 -14.82742
H 10.36180 -18.19940 -14.52603
H 9.83034 -18.88779 -12.15664
H 10.72228 -20.33020 -12.42981
H 8.79286 -22.11311 -12.13708
H 7.30603 -21.66390 -12.85376
H 7.85639 -20.85332 -11.47719
C 14.30823 -17.96432 -9.33302
O 15.63562 -18.45241 -9.71745
C 15.88047 -18.65908 -11.08105
C 15.86670 -20.14219 -11.52043
O 17.06245 -20.87395 -11.11416
C 16.74614 -22.29590 -10.92509
H 13.52918 -18.50227 -9.87317
H 14.17596 -16.91766 -9.60711
H 14.10875 -18.11072 -8.27148
H 16.84333 -18.21064 -11.32581
H 15.16802 -18.22388 -11.78186
H 15.78965 -20.23307 -12.60390
H 14.94612 -20.57039 -11.12384
H 16.29325 -22.76147 -11.80043
H 16.00418 -22.27944 -10.12676
H 17.65541 -22.74734 -10.52816
C 0.48162 -18.80515 -7.98355
O 1.85008 -18.98889 -8.45612
C 2.43873 -17.81628 -8.94582
C 3.56510 -18.11955 -9.96371
O 4.79311 -18.70116 -9.46239
C 5.68578 -19.07053 -10.49825
H 0.39451 -17.92184 -7.35089
H 0.06334 -19.59067 -7.35416
H -0.12954 -18.76644 -8.88526
H 2.86265 -17.31237 -8.07722
H 1.68661 -17.18209 -9.41511
H 3.81728 -17.30396 -10.64143
H 3.27699 -18.88511 -10.68414
H 5.29355 -19.72250 -11.27876
H 6.40979 -19.68224 -9.95999
H 6.22866 -18.23008 -10.93071
*
```

LUMO   0.57 eV
Frontier orbital gap   0.36714 Ha



<2>
ORCA calculation (ωB97M-V with the def2-TZVPD basis set) on 9 unconnected molecules or ions with the total composition C36H90O18.

ORCA input file:
```
! wB97M-V def2-TZVPD RIJCOSX def2/J DEFGRID3
* xyz 0 1
C -0.10447 1.12618 3.04105
O -0.54866 2.17169 3.84845
C -0.91436 3.32863 3.10500
C -1.53085 4.31850 4.05766
O -0.63533 4.95947 4.94016
C 0.16553 5.89354 4.26282
H -0.91766 0.63803 2.48332
H 0.31620 0.35840 3.69233
H 0.67083 1.30931 2.28537
H -1.63776 3.03523 2.33394
H -0.01653 3.70598 2.60409
H -2.27275 3.81924 4.68460
H -2.16046 5.02788 3.50249
H -0.40020 6.70702 3.79804
H 0.81332 5.45220 3.50133
H 0.83366 6.39276 4.96450
C 3.28460 -2.51167 -1.41450
O 3.24203 -2.14817 -2.77809
C 1.95044 -1.76424 -3.19348
C 1.95747 -1.57065 -4.69346
O 2.40334 -2.66238 -5.48002
C 1.67200 -3.82884 -5.19000
H 2.45057 -3.13997 -1.09380
H 3.51451 -1.67759 -0.74725
H 4.14109 -3.19503 -1.35331
H 1.66584 -0.75959 -2.83632
H 1.15719 -2.41664 -2.81663
H 2.56664 -0.72520 -4.99464
H 0.91301 -1.32831 -4.93764
H 1.90529 -4.61751 -5.89966
H 0.59580 -3.61376 -5.21003
H 1.89413 -4.19682 -4.18153
C -0.23781 1.59934 -4.47751
O 1.04807 1.59546 -5.03824
C 1.99139 2.28449 -4.25353
C 3.32874 2.34814 -4.94634
O 3.22997 3.10351 -6.12549
C 4.43834 3.22014 -6.82074
H -0.85639 0.87726 -5.00585
H -0.68489 2.59750 -4.56006
H -0.25710 1.32539 -3.41472
H 2.06275 1.79676 -3.27551
H 1.70086 3.33302 -4.09352
H 3.69071 1.33827 -5.18172
H 4.04862 2.81632 -4.26218
H 4.80359 2.24135 -7.15167
H 5.22142 3.72990 -6.24975
H 4.25133 3.80141 -7.72247
C -0.95481 6.65576 -3.39585
O -1.83836 5.59636 -3.73478
C -1.92505 4.64776 -2.69536
C -3.16787 3.77713 -2.86762
O -3.41915 3.12632 -1.62478
C -4.53148 2.24877 -1.81256
H -1.11664 6.98392 -2.36704
H -1.20609 7.51426 -4.02170
H 0.07698 6.37236 -3.61664
H -2.00709 5.10453 -1.70433
H -1.05749 3.98107 -2.73260
H -2.99663 3.06777 -3.68539
H -4.02940 4.37422 -3.18581
H -4.47366 1.72396 -2.77205
H -5.48178 2.76656 -1.68705
H -4.38618 1.42902 -1.10147
C 0.51024 2.38234 -0.55239
O 0.09126 1.06133 -0.65145
C -1.31155 0.93665 -0.80822
C -1.77157 -0.49287 -0.67941
O -1.11724 -1.33729 -1.59114
C -1.42609 -2.69600 -1.41097
H -0.04582 3.01579 0.15289
H 0.25979 2.91522 -1.49377
H 1.58792 2.53646 -0.54540
H -1.65695 1.39279 -1.74126
H -1.78314 1.54775 -0.02671
H -2.81223 -0.32517 -0.98741
H -1.70474 -0.87808 0.33618
H -0.91125 -3.25078 -2.19073
H -2.50612 -2.88255 -1.44928
H -1.14231 -3.04156 -0.40820
C -0.58578 -5.23117 0.82748
O -1.09161 -6.44314 1.35986
C -2.49207 -6.52705 1.31008
C -3.11437 -5.78461 2.51117
O -4.51015 -5.94708 2.42981
C -5.17470 -5.15523 3.36409
H -0.81037 -5.20577 -0.24266
H 0.49934 -5.28419 0.90149
H -0.85743 -4.33791 1.39203
H -2.74791 -7.57390 1.47094
H -2.92805 -6.14149 0.38650
H -2.81933 -4.73215 2.41417
H -2.70316 -6.16568 3.44899
H -4.94743 -5.44853 4.39686
H -6.26112 -5.18031 3.27646
H -4.93940 -4.08226 3.32507
C 5.10739 4.05220 5.14439
O 5.15723 3.98966 3.73085
C 3.87627 4.14910 3.18166
C 3.81854 4.01529 1.67746
O 4.08216 2.72879 1.19298
C 5.40068 2.44799 0.76446
H 6.12582 4.11503 5.51892
H 4.67550 3.13052 5.54905
H 4.50556 4.90051 5.47647
H 3.38298 5.09096 3.46822
H 3.23363 3.35783 3.60271
H 4.33871 4.81511 1.13895
H 2.76607 4.22332 1.45053
H 5.49793 1.36734 0.68679
H 6.15143 2.79093 1.48101
H 5.56622 2.91978 -0.20846
C 1.16826 -1.59273 1.33290
O 1.42493 -2.98224 1.26125
C 2.60468 -3.32167 1.97647
C 2.38267 -3.45387 3.46896
O 3.59893 -3.91524 4.04181
C 3.53444 -3.82374 5.45105
H 0.23858 -1.30111 0.84427
H 1.96117 -1.04882 0.81294
H 1.07134 -1.26247 2.37006
H 3.36887 -2.56374 1.77404
H 2.99152 -4.23436 1.52354
H 1.58542 -4.16430 3.71527
H 2.15200 -2.48519 3.92670
H 3.55518 -2.79903 5.82563
H 4.39328 -4.33013 5.89378
H 2.66655 -4.40731 5.77408
C -5.01813 -4.03772 -1.40599
O -4.90993 -2.92513 -0.54947
C -5.29180 -3.30255 0.75853
C -5.28962 -2.12020 1.69478
O -4.07333 -1.41028 1.74350
C -3.00704 -2.13224 2.29456
H -4.62797 -3.78496 -2.39219
H -6.05851 -4.34163 -1.55835
H -4.43834 -4.89412 -1.04529
H -4.58382 -4.06480 1.11346
H -6.28949 -3.75695 0.78353
H -5.67197 -2.41014 2.68335
H -6.03809 -1.37927 1.39628
H -2.24125 -1.41348 2.59001
H -2.58570 -2.87378 1.60474
H -3.27494 -2.67043 3.21424
*
```

LUMO   0.44 eV
Frontier orbital gap   0.35724 Ha



Energies, relative to the best one, in kJ/mol: <1> 461.3; <2> 0.0.



<1>
ORCA calculation (ωB97M-V with the def2-TZVPD basis set) on a molecular structure, C39H51BrN2S4ScSi4Te.

ORCA input file:
```
! wB97M-V def2-TZVPD RIJCOSX def2/J DEFGRID3
* xyz -1 1
Sc -0.95829 0.72630 -0.37183
S -1.35705 1.98255 -2.60394
C -0.91597 0.88854 -3.89849
C -1.47056 1.06047 -5.17501
C -1.12926 0.23615 -6.22919
C -0.20705 -0.79230 -6.05638
C 0.36162 -0.97624 -4.80927
C -0.00236 -0.15838 -3.74480
S 0.73894 -0.42316 -2.15587
C 0.15673 -2.10580 -1.80434
C 0.20675 -2.35389 -0.32725
C 0.38754 -3.64218 0.14155
C 0.26352 -3.88216 1.49878
C 0.06503 -2.81034 2.34217
C 0.00701 -1.53047 1.81111
C -0.33460 -0.36561 2.68313
S -1.92689 0.34457 2.13935
C -2.89296 -1.14085 1.95318
C -3.20822 -1.86551 3.09880
C -3.91056 -3.05361 3.01215
C -4.31540 -3.50335 1.75949
C -4.02686 -2.77000 0.62439
C -3.30695 -1.56758 0.68206
S -3.03079 -0.66736 -0.80776
N -0.02656 -1.31717 0.48818
H -2.18812 1.85876 -5.31380
H -1.58494 0.39636 -7.19876
H 0.06874 -1.43444 -6.88227
H 1.09720 -1.75650 -4.65379
H 0.77130 -2.83312 -2.33174
H -0.87753 -2.16891 -2.15144
H 0.58235 -4.44363 -0.55785
H 0.33191 -4.88784 1.89231
H 0.00409 -2.94524 3.41232
H 0.38796 0.44263 2.56499
H -0.37439 -0.65379 3.73110
H -2.88639 -1.49004 4.06350
H -4.14139 -3.61783 3.90622
H -4.86622 -4.43182 1.66885
H -4.35396 -3.11946 -0.34680
C 1.35701 -1.93156 6.18027
Si 3.08343 -2.54365 5.71118
C 2.87990 -4.18556 4.80926
C 3.96048 -2.88388 7.35318
Si 4.23360 -1.02443 4.36009
Te 3.32431 -0.96500 2.08793
Si 4.07634 1.12319 5.25808
C 2.30872 1.74912 5.10568
C 5.17184 2.30498 4.28500
C 4.57440 1.20837 7.08268
Si 6.47207 -1.67911 4.19533
C 7.35926 -0.57155 2.96000
C 6.56283 -3.44938 3.55621
C 7.45393 -1.60241 5.81273
H 0.91862 -2.58185 6.94345
H 0.68587 -1.92136 5.32003
H 1.39400 -0.91774 6.58337
H 2.16353 -4.83734 5.31889
H 3.83344 -4.71364 4.74304
H 2.53624 -4.00499 3.78744
H 3.44231 -3.66076 7.92321
H 3.99857 -1.98178 7.96881
H 4.98816 -3.21437 7.18890
H 2.00314 1.71058 4.05740
H 2.23060 2.78733 5.44271
H 1.60760 1.14855 5.68922
H 4.99324 2.16680 3.21586
H 6.23140 2.12634 4.48147
H 4.94754 3.34411 4.54315
H 3.88830 0.61997 7.69773
H 4.55273 2.23878 7.44964
H 5.58075 0.81375 7.24024
H 6.76236 -0.48160 2.05014
H 8.33799 -0.98632 2.70095
H 7.51072 0.43132 3.36458
H 6.02196 -3.52597 2.61057
H 6.10906 -4.14844 4.26250
H 7.59961 -3.75769 3.39249
H 7.41227 -0.59955 6.24497
H 8.50542 -1.84646 5.63417
H 7.06802 -2.29925 6.55951
Br -4.90793 1.65710 1.16590
C -3.90990 3.13782 0.52821
C -4.54216 4.37516 0.56464
C -3.83642 5.47432 0.11839
C -2.53965 5.29318 -0.33611
C -2.00714 4.01962 -0.32357
N -2.67904 2.93603 0.09976
H -5.55246 4.45163 0.93690
H -4.29306 6.45579 0.12984
H -1.93992 6.11815 -0.69281
H -0.99359 3.84699 -0.65613
C 2.27093 3.96091 1.88576
C 0.98407 3.88514 2.40698
C 0.05708 3.02094 1.84302
C 0.35031 2.20112 0.73905
C 1.65824 2.31058 0.24795
C 2.60667 3.16644 0.80279
H 3.00658 4.61941 2.33231
H 0.70829 4.48857 3.26517
H -0.93545 2.99169 2.28878
H 1.98082 1.69872 -0.59143
H 3.61185 3.19256 0.39873
*
```

LUMO   2.20 eV
Frontier orbital gap   0.21473 Ha



<2>
ORCA calculation (ωB97M-V with the def2-TZVPD basis set) on a molecular structure, C39H51BrN2S4ScSi4Te.

ORCA input file:
```
! wB97M-V def2-TZVPD RIJCOSX def2/J DEFGRID3
* xyz -1 1
Sc 1.46434 -2.88601 0.76250
S 1.52563 -5.45631 0.42561
C 2.36389 -5.76845 -1.08041
C 2.96785 -7.01626 -1.29272
C 3.61570 -7.31423 -2.47643
C 3.67755 -6.37985 -3.50604
C 3.08064 -5.14544 -3.32479
C 2.45016 -4.84014 -2.12254
S 1.69744 -3.24725 -1.91934
C 3.15640 -2.18201 -2.07812
C 2.86994 -0.85183 -1.44981
C 3.49890 0.28221 -1.93365
C 3.31400 1.48177 -1.27513
C 2.46255 1.51672 -0.18881
C 1.82221 0.35443 0.20272
C 0.94442 0.33379 1.41106
S 1.60084 -0.87929 2.60512
C 3.32780 -0.43970 2.57092
C 3.69878 0.79703 3.09182
C 5.01520 1.21765 3.04556
C 5.97017 0.37397 2.48692
C 5.60793 -0.86537 1.99318
C 4.27793 -1.31197 2.01616
S 3.91366 -2.92733 1.41427
N 2.06240 -0.82590 -0.38257
H 2.92119 -7.74637 -0.49516
H 4.07609 -8.28686 -2.60085
H 4.17587 -6.61384 -4.43753
H 3.09585 -4.40907 -4.11967
H 3.41472 -2.05605 -3.12786
H 3.97714 -2.67026 -1.54767
H 4.13326 0.20947 -2.80664
H 3.81333 2.38132 -1.61092
H 2.25864 2.44146 0.33136
H -0.05664 -0.01912 1.15665
H 0.86829 1.32019 1.86251
H 2.93711 1.43322 3.52830
H 5.29336 2.18539 3.44201
H 7.00732 0.68373 2.44144
H 6.35665 -1.52246 1.56904
C -0.20238 4.42243 1.13105
Si -0.75069 4.72294 -0.65335
C 0.80518 4.76238 -1.71613
C -1.52137 6.45088 -0.67179
Si -2.18491 3.04849 -1.42294
Te -0.94045 0.99891 -1.89571
Si -3.78335 2.57048 0.20839
C -2.96075 1.70859 1.66449
C -5.07068 1.38363 -0.48454
C -4.67381 4.10937 0.85909
Si -3.21397 3.76793 -3.39260
C -4.17396 2.33932 -4.15233
C -1.89412 4.30369 -4.62633
C -4.42355 5.20938 -3.18331
H 0.36888 5.27771 1.50507
H 0.42589 3.53285 1.20581
H -1.06057 4.27559 1.79007
H 1.59190 5.36897 -1.25638
H 0.59268 5.17199 -2.70649
H 1.17212 3.74201 -1.85807
H -0.79457 7.21096 -0.36990
H -2.37325 6.50542 0.01118
H -1.88385 6.70767 -1.67017
H -2.44166 0.81719 1.30352
H -3.70179 1.39467 2.40623
H -2.22924 2.34914 2.16263
H -4.56411 0.55376 -0.98392
H -5.72206 1.87360 -1.21243
H -5.69697 0.97787 0.31566
H -3.97021 4.77520 1.36682
H -5.45699 3.84115 1.57456
H -5.13574 4.67578 0.04664
H -3.54556 1.44612 -4.17450
H -4.48659 2.57776 -5.17346
H -5.06661 2.10678 -3.56722
H -1.17722 3.49224 -4.77145
H -1.34544 5.17603 -4.26152
H -2.33512 4.56021 -5.59414
H -5.20348 4.96075 -2.45884
H -4.91192 5.43986 -4.13496
H -3.92374 6.11460 -2.83112
Br 2.87621 -3.09822 4.83412
C 1.39414 -4.20043 4.40842
C 0.91964 -5.01751 5.42740
C -0.17184 -5.81893 5.15915
C -0.74210 -5.76620 3.89799
C -0.19374 -4.91479 2.96020
N 0.87371 -4.13295 3.19713
H 1.40244 -5.00695 6.39276
H -0.57188 -6.46934 5.92667
H -1.60085 -6.36701 3.63465
H -0.62536 -4.83749 1.97269
C -3.55525 -2.05361 1.02120
C -2.82707 -1.92653 2.19921
C -1.45512 -2.13508 2.19295
C -0.74299 -2.48675 1.03245
C -1.51699 -2.60224 -0.13002
C -2.89368 -2.38964 -0.14727
H -4.62349 -1.87090 1.01365
H -3.32785 -1.64711 3.12001
H -0.92761 -2.02252 3.13787
H -1.04584 -2.84698 -1.07861
H -3.43892 -2.46416 -1.08073
*
```

LUMO   2.19 eV
Frontier orbital gap   0.21247 Ha



Energies, relative to the best one, in kJ/mol: <1> 7.7; <2> 0.0.